1.
{
  "formula": "C20H22F3N3O3",
  "method": "wB97M-V/def2-TZVPD",
  "e_tot_ev": -39863.3584,
  "smiles": "O=C(c1cccc(C(F)(F)F)c1)c1c[nH]c(C(=O)NCCCN2CCOCC2)c1",
  "relative_energy_kj_mol": 37.7,
  "homo_lumo_gap_ev": 8.6,
  "homo_energy_ev": -8.55,
  "species": ["O", "C", "C", "C", "C", "C", "C", "C", "F", "F", "F", "C", "C", "C", "N", "C", "C", "O", "N", "C", "C", "C", "N", "C", "C", "O", "C", "C", "C", "H", "H", "H", "H", "H", "H", "H", "H", "H", "H", "H", "H", "H", "H", "H", "H", "H", "H", "H", "H", "H", "H"],
  "coordinates": [[2.83316, 3.09528, 1.70488], [3.25507, 2.02301, 1.31917], [4.44137, 1.38659, 1.97097], [5.49781, 2.19652, 2.37985], [6.60702, 1.64820, 2.99668], [6.67130, 0.28448, 3.23054], [5.60686, -0.51910, 2.84659], [5.62352, -2.00071, 3.09594], [4.69618, -2.37745, 3.99543], [5.35323, -2.69862, 1.97448], [6.79855, -2.45428, 3.54893], [4.49133, 0.02145, 2.22153], [2.66259, 1.29862, 0.19982], [3.19920, 0.25743, -0.54938], [2.31978, -0.06120, -1.50667], [1.21017, 0.73466, -1.41958], [0.13019, 0.51527, -2.39507], [0.22105, -0.36028, -3.24106], [-0.92481, 1.35105, -2.28834], [-2.10244, 1.22780, -3.11368], [-3.32734, 0.79803, -2.30645], [-3.12778, -0.59793, -1.69117], [-4.23603, -1.13619, -0.93524], [-4.57947, -0.40136, 0.26675], [-5.54845, -1.25470, 1.08842], [-6.71124, -1.55674, 0.35370], [-6.38305, -2.23666, -0.83557], [-5.43501, -1.40737, -1.70463], [1.39984, 1.59969, -0.36855], [5.43253, 3.25946, 2.20218], [7.42509, 2.28169, 3.30253], [7.53278, -0.15283, 3.71100], [3.66274, -0.61747, 1.95557], [4.14904, -0.23287, -0.46444], [2.40538, -0.77229, -2.21910], [-0.94449, 2.02336, -1.53909], [-1.86829, 0.47928, -3.87415], [-2.29835, 2.18691, -3.60537], [-3.51377, 1.52841, -1.51557], [-4.19080, 0.78740, -2.97269], [-2.90455, -1.30805, -2.49235], [-2.26400, -0.57321, -1.01978], [-3.67171, -0.21705, 0.84486], [-5.06670, 0.56375, 0.04269], [-5.87974, -0.71891, 1.97965], [-5.04216, -2.18546, 1.38476], [-7.32602, -2.42005, -1.35337], [-5.90148, -3.19622, -0.59544], [-5.16502, -1.97281, -2.59831], [-5.95630, -0.48252, -2.00744], [0.74323, 2.36400, -0.00445]]
}



2.
{
  "formula": "C20H22FN3O5",
  "method": "wB97M-V/def2-TZVPD",
  "e_tot_ev": -38524.6964,
  "smiles": "Cn1c(N)c(C(=O)COC(=O)C2(c3ccccc3F)CCCC2)c(=O)n(C)c1=O",
  "relative_energy_kj_mol": 11.5,
  "homo_lumo_gap_ev": 9.3,
  "homo_energy_ev": -8.68,
  "species": ["C", "N", "C", "N", "C", "C", "O", "C", "O", "C", "O", "C", "C", "C", "C", "C", "C", "C", "F", "C", "C", "C", "C", "C", "O", "N", "C", "C", "O", "H", "H", "H", "H", "H", "H", "H", "H", "H", "H", "H", "H", "H", "H", "H", "H", "H", "H", "H", "H", "H", "H"],
  "coordinates": [[1.51260, -0.46843, -3.77417], [0.81946, -1.18805, -2.72420], [1.50747, -1.68830, -1.65815], [2.84306, -1.61887, -1.66198], [0.81585, -2.26048, -0.59035], [1.54647, -2.51954, 0.64239], [2.73900, -2.78699, 0.68494], [0.75081, -2.42283, 1.93765], [0.00752, -1.20783, 2.04337], [0.55551, -0.11522, 1.54665], [1.62971, -0.09118, 0.98813], [-0.27547, 1.15296, 1.74841], [-0.14248, 1.90558, 0.44240], [0.70002, 2.99537, 0.26650], [0.84001, 3.60262, -0.97072], [0.15143, 3.12525, -2.07167], [-0.68586, 2.03236, -1.93263], [-0.81293, 1.44781, -0.68790], [-1.62585, 0.37109, -0.58343], [0.32050, 1.87265, 2.97356], [-0.36283, 1.18224, 4.14728], [-1.81324, 1.06057, 3.68150], [-1.73697, 0.86769, 2.15826], [-0.60697, -2.47546, -0.68459], [-1.31127, -3.01589, 0.14535], [-1.18152, -2.06745, -1.89732], [-2.60911, -2.29803, -2.03905], [-0.56049, -1.34484, -2.86844], [-1.13747, -0.87579, -3.82614], [1.96836, 0.44201, -3.37936], [2.26891, -1.10265, -4.23839], [0.76527, -0.19678, -4.51858], [3.31942, -0.93064, -2.21786], [3.27389, -1.94368, -0.79340], [0.00695, -3.22095, 1.98614], [1.45410, -2.49004, 2.77500], [1.26602, 3.37262, 1.10216], [1.50065, 4.45014, -1.07392], [0.26647, 3.59450, -3.03666], [-1.22910, 1.61895, -2.76828], [1.40716, 1.80040, 3.00535], [0.03033, 2.92444, 2.94919], [-0.26730, 1.74858, 5.07281], [0.06735, 0.19247, 4.30290], [-2.32722, 0.23360, 4.16697], [-2.35302, 1.97893, 3.91688], [-2.40320, 1.56426, 1.64824], [-2.02391, -0.14160, 1.87166], [-3.15956, -1.61362, -1.39357], [-2.82588, -3.32050, -1.73570], [-2.88268, -2.13144, -3.07724]]
}



3.
{
  "formula": "C20H22MnO7P2SiTe",
  "method": "wB97M-V/def2-TZVPD",
  "e_tot_ev": -100506.0522,
  "relative_energy_kj_mol": 139.4,
  "s_squared": 8.771,
  "homo_lumo_gap_ev": [3.7, 4.4],
  "spin_multiplicity": 6,
  "homo_energy_ev": [0.74, 0.03],
  "total_charge": -2,
  "species": ["Mn", "C", "C", "O", "P", "O", "O", "O", "P", "O", "O", "O", "H", "H", "H", "H", "H", "H", "H", "C", "C", "C", "C", "C", "C", "Si", "C", "C", "C", "C", "C", "C", "C", "C", "C", "C", "C", "C", "H", "H", "H", "H", "H", "H", "H", "H", "H", "H", "H", "H", "H", "H", "H", "Te"],
  "coordinates": [[1.25844, -1.12090, 0.23851], [2.59735, -4.19479, 1.72756], [1.11179, -4.16182, 2.02352], [0.69941, -5.19471, 2.91119], [0.62368, -2.54495, 2.77131], [1.19518, -2.80051, 4.28423], [-0.94252, -2.58980, 3.03617], [1.14085, -1.22584, 2.33521], [0.10581, -4.20845, 0.45426], [-1.37648, -4.61130, 1.07268], [0.50595, -5.24310, -0.51504], [-0.05265, -2.74582, 0.13573], [3.18603, -4.11933, 2.64548], [2.88741, -3.36828, 1.06341], [2.83595, -5.12704, 1.21425], [1.10735, -5.01612, 3.76654], [1.45271, -1.94532, 4.65714], [-1.41347, -3.12091, 2.36300], [-1.48430, -5.56303, 0.94288], [-3.28583, 0.13005, -3.62236], [-2.42724, -0.90791, -3.28412], [-1.33033, -0.67061, -2.46506], [-1.06073, 0.59988, -1.95289], [-1.92322, 1.63483, -2.33114], [-3.02206, 1.40976, -3.14654], [0.39398, 0.87732, -0.69227], [1.19783, 2.38320, -1.58503], [2.01828, 2.15190, -2.69484], [2.56610, 3.18938, -3.43127], [2.31050, 4.50893, -3.07643], [1.50395, 4.76653, -1.97506], [0.96148, 3.71823, -1.24364], [-0.54687, 1.72916, 0.76379], [-1.91246, 1.55388, 1.02949], [-2.51304, 2.07068, 2.16771], [-1.76683, 2.78405, 3.09908], [-0.40216, 2.94219, 2.87925], [0.18989, 2.41401, 1.74468], [-4.15359, -0.05402, -4.24649], [-2.62200, -1.91019, -3.65137], [-0.66900, -1.48785, -2.19538], [-1.72459, 2.63926, -1.96816], [-3.68139, 2.23048, -3.41374], [2.24482, 1.12433, -2.96297], [3.20369, 2.97524, -4.28232], [2.73619, 5.32858, -3.64546], [1.29827, 5.79614, -1.69817], [0.33238, 3.94642, -0.39012], [-2.51720, 0.99301, 0.32590], [-3.57534, 1.92105, 2.33525], [-2.23930, 3.19888, 3.98227], [0.19676, 3.47943, 3.60833], [1.26219, 2.52055, 1.60313], [3.51838, -1.08474, -0.71204]]
}



4.
{
  "formula": "C20H22N2O3",
  "method": "wB97M-V/def2-TZVPD",
  "e_tot_ev": -30218.9198,
  "smiles": "[H]/N=C\\Cc1cccc2c1C(=O)c1ccccc1C2=O.COC[C@@H](C)N",
  "relative_energy_kj_mol": 269.9,
  "homo_lumo_gap_ev": 8.3,
  "homo_energy_ev": -8.99,
  "species": ["H", "N", "C", "C", "C", "C", "C", "C", "C", "C", "C", "O", "C", "C", "C", "C", "C", "C", "C", "O", "H", "H", "H", "H", "H", "H", "H", "H", "H", "H", "C", "O", "C", "C", "C", "N", "H", "H", "H", "H", "H", "H", "H", "H", "H", "H", "H"],
  "coordinates": [[0.71598, -4.61479, 3.23103], [0.02854, -5.15249, 2.69716], [0.21152, -4.96836, 1.46217], [1.31173, -4.10087, 0.87521], [1.15277, -2.63538, 1.19150], [2.17068, -1.95851, 1.86138], [2.04612, -0.60994, 2.17337], [0.91745, 0.11503, 1.83095], [-0.11520, -0.54944, 1.18319], [0.00398, -1.90724, 0.86492], [-1.16185, -2.54233, 0.18412], [-1.05247, -3.38780, -0.66353], [-2.48458, -2.03745, 0.63839], [-3.56706, -2.90242, 0.75848], [-4.76830, -2.38726, 1.23578], [-4.88242, -1.03613, 1.56171], [-3.80667, -0.16678, 1.41984], [-2.59840, -0.68302, 0.96326], [-1.37709, 0.14690, 0.81861], [-1.39613, 1.28305, 0.42796], [-0.43572, -5.45168, 0.74009], [2.25162, -4.43243, 1.31286], [1.37462, -4.26536, -0.19500], [3.06924, -2.48200, 2.14701], [2.85086, -0.11440, 2.69826], [0.84202, 1.16568, 2.05703], [-3.45968, -3.94078, 0.49147], [-5.61966, -3.03726, 1.36567], [-5.82511, -0.66801, 1.93800], [-3.88398, 0.88278, 1.65485], [1.38194, 5.52710, -3.19282], [0.43297, 4.69420, -2.55604], [0.59970, 3.30607, -2.77477], [1.61708, 2.62701, -1.84619], [3.07073, 2.90284, -2.21859], [1.40650, 2.97713, -0.44019], [1.68200, 5.12387, -4.16449], [2.26767, 5.67724, -2.57045], [0.91309, 6.49865, -3.34911], [-0.38065, 2.86283, -2.58239], [0.83961, 3.11571, -3.82959], [1.45524, 1.54893, -1.94348], [3.38022, 3.90790, -1.93235], [3.72846, 2.20474, -1.70068], [3.23372, 2.78667, -3.29230], [0.47175, 2.68640, -0.15969], [1.38718, 3.99139, -0.37262]]
}



5.
{
  "formula": "C20H22N2O3",
  "method": "wB97M-V/def2-TZVPD",
  "e_tot_ev": -30219.5902,
  "smiles": "CCN(Cc1ccccc1)C(=O)c1cc2cc(OC)c(OC)cc2[nH]1",
  "relative_energy_kj_mol": 205.2,
  "homo_lumo_gap_ev": 8.2,
  "homo_energy_ev": -7.42,
  "species": ["C", "C", "N", "C", "C", "C", "C", "C", "C", "C", "C", "O", "C", "C", "C", "C", "C", "O", "C", "C", "O", "C", "C", "C", "N", "H", "H", "H", "H", "H", "H", "H", "H", "H", "H", "H", "H", "H", "H", "H", "H", "H", "H", "H", "H", "H", "H"],
  "coordinates": [[-5.45351, -0.11973, 0.41045], [-4.69914, 1.17695, 0.12987], [-3.26984, 0.98074, -0.01888], [-2.77737, 0.44155, -1.27440], [-1.81039, -0.70335, -1.08748], [-0.62763, -0.75796, -1.81313], [0.27179, -1.79005, -1.61810], [-0.00516, -2.78858, -0.70084], [-1.19240, -2.75532, 0.01020], [-2.09033, -1.72123, -0.18400], [-2.46423, 1.22461, 1.04479], [-2.90179, 1.49257, 2.15181], [-1.00769, 1.13707, 0.77950], [-0.21226, 1.82845, -0.09636], [1.11037, 1.34545, 0.07174], [2.33011, 1.62694, -0.55618], [3.44866, 0.92139, -0.18127], [4.69621, 1.08595, -0.71742], [4.86447, 2.06924, -1.70416], [3.37742, -0.07971, 0.83422], [4.56111, -0.70528, 1.09371], [4.57953, -1.70521, 2.07826], [2.18571, -0.35692, 1.46817], [1.05814, 0.36252, 1.08000], [-0.22957, 0.27790, 1.51155], [-6.51640, 0.08731, 0.50221], [-5.31044, -0.84119, -0.39198], [-5.10523, -0.55389, 1.34428], [-5.08078, 1.65062, -0.78001], [-4.83530, 1.86040, 0.97096], [-2.30145, 1.22970, -1.86910], [-3.64741, 0.08413, -1.83397], [-0.40045, 0.02324, -2.52330], [1.19625, -1.80790, -2.17510], [0.70112, -3.58950, -0.54100], [-1.41973, -3.53579, 0.72208], [-3.00788, -1.69371, 0.38482], [-0.52791, 2.59741, -0.77357], [2.36901, 2.38292, -1.32330], [4.61415, 3.06719, -1.32759], [4.26047, 1.85800, -2.59385], [5.91964, 2.04035, -1.97203], [5.60741, -2.06266, 2.11623], [3.91631, -2.53851, 1.82031], [4.29781, -1.31082, 3.06079], [2.10940, -1.10721, 2.23807], [-0.58076, -0.32808, 2.23301]]
}



6.
{
  "formula": "C20H22N2O5S",
  "method": "wB97M-V/def2-TZVPD",
  "e_tot_ev": -45151.2150,
  "smiles": "Cc1ccc(CCNC(=O)CCS(=O)(=O)c2ccc3c(c2)oc(=O)n3C)cc1",
  "relative_energy_kj_mol": 6.1,
  "homo_lumo_gap_ev": 8.8,
  "homo_energy_ev": -8.56,
  "species": ["C", "C", "C", "C", "C", "C", "C", "N", "C", "O", "C", "C", "S", "O", "O", "C", "C", "C", "C", "C", "C", "O", "C", "O", "N", "C", "C", "C", "H", "H", "H", "H", "H", "H", "H", "H", "H", "H", "H", "H", "H", "H", "H", "H", "H", "H", "H", "H", "H", "H"],
  "coordinates": [[6.11577, -0.01717, 6.46211], [4.91052, 0.11607, 5.58058], [4.26831, 1.33594, 5.42224], [3.16650, 1.45486, 4.59360], [2.67969, 0.35809, 3.89682], [1.46109, 0.46842, 3.02825], [0.21266, 0.04937, 3.81484], [-0.96324, 0.02804, 2.97346], [-1.61109, -1.11198, 2.67829], [-1.37580, -2.18755, 3.18850], [-2.73024, -0.94237, 1.64436], [-2.20195, -1.30354, 0.26780], [-0.89935, -0.11284, -0.21315], [0.38764, -0.63168, 0.15707], [-1.26129, 1.18836, 0.29436], [-0.99745, -0.06846, -2.00791], [-0.15394, -0.88452, -2.74211], [-0.21062, -0.90442, -4.12772], [-1.14552, -0.07987, -4.72951], [-1.99453, 0.74354, -3.96828], [-1.93882, 0.76630, -2.59363], [-2.80511, 1.44404, -4.80853], [-2.49171, 1.09004, -6.08849], [-3.01912, 1.52121, -7.07019], [-1.47429, 0.15506, -6.04112], [-0.88552, -0.43631, -7.21097], [3.32117, -0.86427, 4.05579], [4.42048, -0.98266, 4.88393], [7.02285, -0.02885, 5.85674], [6.07971, -0.94700, 7.02635], [6.18301, 0.81521, 7.15851], [4.63295, 2.20369, 5.95421], [2.68157, 2.41492, 4.48480], [1.55265, -0.17753, 2.15354], [1.33397, 1.49579, 2.67965], [0.04663, 0.74249, 4.64733], [0.33616, -0.95937, 4.21548], [-1.10737, 0.83423, 2.38029], [-3.54489, -1.61795, 1.91253], [-3.09411, 0.08525, 1.63653], [-1.73629, -2.28518, 0.26073], [-2.97358, -1.23827, -0.49606], [0.55987, -1.48864, -2.20564], [0.44598, -1.53040, -4.70887], [-2.56216, 1.40540, -1.99203], [-1.02308, -1.51864, -7.20058], [0.17998, -0.20646, -7.25799], [-1.38944, -0.01227, -8.07834], [2.95269, -1.72767, 3.52117], [4.90829, -1.94103, 4.99457]]
}